(1)
This record from OMol25 describes a 3-piece molecular cluster, C4H12N2O3 overall. The level of theory is ωB97M-V/def2-TZVPD.

Values from the calculation:
* LUMO: 0.68 eV
* HOMO: -8.79 eV

Last column: Löwdin charge in e.
Element x y z (Å)
C  0.25258  1.39308  -1.29488  -0.07
C  -2.23639  0.77172  -0.01479  -0.05
N  -0.85890  0.25483  -0.10273  -0.04
N  1.34043  0.71555  -1.62192  0.05
H  -0.83471  -0.68807  -0.48185  0.14
H  1.72272  0.19052  -0.68049  0.06
H  1.25945  0.13371  -2.44627  0.09
H  0.34968  2.11606  -0.49387  0.10
H  -0.50116  1.60615  -2.04863  0.10
H  -2.19259  1.80156  0.33665  0.10
H  -2.69240  0.74752  -1.00470  0.09
H  -2.84088  0.18496  0.67947  0.09
C  1.61683  -1.88332  0.29558  -0.22
C  -0.18068  0.26823  1.21545  -0.64
O  1.55923  -0.50467  0.52334  -0.29
O  -0.59673  -0.82798  1.92780  0.07
O  0.12630  1.32481  1.71552  0.07
H  -0.20451  -0.73753  2.80777  0.13
H  1.17706  -2.18580  -0.67795  0.07
H  2.65647  -2.23946  0.29512  0.07
H  1.07819  -2.44188  1.07137  0.07

Forces on atoms 1 to 3 (eV/Å):
C 0.0200 -0.2050 0.1476
C 0.1563 -0.0507 0.0581
N 0.2871 0.1602 -0.0599

(2)
This record from OMol25 describes a 2-piece molecular cluster, C4H12N2O3 overall. The level of theory is ωB97M-V/def2-TZVPD.

Values from the calculation:
* LUMO: 0.87 eV
* HOMO: -9.20 eV
* SMILES: CC(=O)ON.CNOC

Last column: Löwdin charge in e.
Element x y z (Å)
C  -0.56378  -0.80787  -2.16682  0.02
C  -1.11606  0.32067  -1.35000  -0.58
O  -0.84708  1.49441  -1.46117  0.06
O  -1.98496  -0.14128  -0.43307  -0.08
N  -2.58128  0.83644  0.41084  0.07
H  -0.02685  -1.50286  -1.52866  0.09
H  -1.39451  -1.35335  -2.60828  0.09
H  0.08105  -0.41678  -2.94692  0.09
H  -2.01127  0.87968  1.25745  0.08
H  -2.47365  1.72920  -0.08054  0.08
C  1.91098  0.79566  -0.36138  -0.10
N  0.80831  0.29817  0.42600  -0.09
O  1.46980  -0.46209  1.52357  -0.21
C  0.59981  -1.20323  2.34073  -0.12
H  2.25063  0.00769  -1.03332  0.08
H  1.56842  1.66260  -0.93266  0.08
H  2.74180  0.98343  0.35989  0.09
H  0.40334  1.10898  0.90898  0.11
H  0.45607  -0.69393  3.29674  0.08
H  -0.37212  -1.37391  1.86102  0.08
H  1.08135  -2.16162  2.51759  0.08

Forces on atoms 1 to 3 (eV/Å):
C -0.3264 0.0643 -0.1267
C 0.4052 0.3786 0.2775
O -0.2767 -0.1929 -0.2443

(3)
This record from OMol25 describes a 2-piece molecular cluster, C4H12N2P overall. The level of theory is ωB97M-V/def2-TZVPD.

Values from the calculation:
* net charge: +1
* LUMO (alpha / beta): -6.22 / -6.22 eV
* HOMO (alpha / beta): -14.40 / -14.40 eV

Last column: Löwdin charge in e.
Element x y z (Å)
C  -2.95680  -0.98476  -0.11347  -0.10
C  2.24434  1.72989  -0.26869  -0.07
C  -1.82396  -0.01471  -0.40518  -0.23
C  -0.69391  -0.17458  0.63919  -0.21
N  0.22719  0.84524  0.42127  0.06
N  1.37097  0.66911  0.08034  -0.11
P  2.45530  -1.60626  -0.13582  0.94
H  -3.72836  -0.87672  -0.87042  0.08
H  -2.60566  -2.01336  -0.12879  0.08
H  -3.40148  -0.78089  0.85698  0.08
H  3.18011  1.63134  0.28361  0.09
H  1.79032  2.70478  -0.07592  0.11
H  2.47864  1.64007  -1.33443  0.10
H  -2.19173  1.01194  -0.36713  0.12
H  -1.41285  -0.19801  -1.40026  0.11
H  -1.13581  -0.01907  1.62779  0.14
H  -0.22235  -1.17035  0.57441  0.09
H  2.83653  -1.47391  1.20573  -0.15
H  3.58949  -0.91977  -0.58921  -0.16

Forces on atoms 1 to 3 (eV/Å):
C 0.0854 0.0666 -0.0930
C 0.8606 1.2904 -0.3672
C 0.0776 -0.1211 0.1401

(4)
This record from OMol25 describes a 2-piece molecular cluster, C4H12N2S overall. The level of theory is ωB97M-V/def2-TZVPD.

Values from the calculation:
* LUMO: -3.37 eV
* HOMO: -8.24 eV

Last column: Löwdin charge in e.
Element x y z (Å)
C  -0.77188  0.15000  0.64517  -0.33
N  -0.84474  1.02124  -0.48925  0.08
C  0.20686  0.54354  -1.47791  -0.23
C  1.64013  0.49156  -0.76623  -0.61
S  2.24386  -1.13952  -0.08564  0.52
C  -1.11873  -1.27897  0.32468  -0.28
N  -2.27125  -1.14662  -0.60816  0.01
H  0.20956  0.18207  1.14425  0.09
H  -1.49379  0.40263  1.43451  0.12
H  2.76962  1.62760  2.54894  0.02
H  0.12716  1.12493  -2.41108  0.11
H  0.00505  -0.52299  -1.72807  0.09
H  2.53707  0.69619  -1.39500  0.06
H  1.59720  1.26365  0.02334  0.04
H  -1.28742  -1.85210  1.25812  0.13
H  -0.25438  -1.73664  -0.19331  0.04
H  -3.11892  -1.58095  -0.33407  0.05
H  2.09367  1.84575  2.84791  0.02
H  -2.26907  -0.09137  -0.73819  0.07

Forces on atoms 1 to 3 (eV/Å):
C -0.9245 0.7583 0.8758
N 3.9553 -1.3363 -0.7486
C -1.8452 -0.2640 0.7275

(5)
This record from OMol25 describes a 2-piece molecular cluster, C4H12N2S overall. The level of theory is ωB97M-V/def2-TZVPD.

Values from the calculation:
* LUMO: -0.31 eV
* HOMO: -8.94 eV

Last column: Löwdin charge in e.
Element x y z (Å)
C  0.16511  -1.12764  -0.91001  -0.29
N  1.34896  -0.77251  -0.12272  -0.07
C  1.64347  0.68036  -0.10864  -0.32
N  2.98270  0.71691  0.42049  0.00
C  -1.04505  -1.48545  -0.06202  -0.30
C  -1.53293  -0.36080  0.86734  -0.70
S  -1.85198  1.15049  -0.01334  0.64
H  -0.09432  -0.39728  -1.68725  0.09
H  0.46639  -2.04853  -1.42416  0.11
H  2.14642  -1.22858  -0.53314  0.09
H  0.90339  1.13636  0.55563  0.07
H  1.53846  1.11492  -1.10800  0.12
H  3.09106  0.24880  1.30215  0.07
H  3.52800  1.56377  0.37696  0.06
H  -1.93160  -1.75965  -0.66109  0.09
H  -0.72905  -2.36060  0.51486  0.11
H  -2.29240  -0.78386  1.53437  0.07
H  -0.73349  -0.04717  1.55354  0.05
H  -3.10035  0.05891  -0.87527  0.11

Forces on atoms 1 to 3 (eV/Å):
C 0.1508 -0.8279 -0.4586
N -0.8446 0.8629 -0.2465
C 0.0790 -1.3942 0.8984

(6)
This record from OMol25 describes a single C4H12N2S molecule. The level of theory is ωB97M-V/def2-TZVPD.

Values from the calculation:
* LUMO: 0.94 eV
* HOMO: -8.69 eV
* SMILES: CNC[C@H](N)CS

Last column: Löwdin charge in e.
Element x y z (Å)
C  -1.65181  1.25393  -2.30045  -0.13
N  -0.40357  1.76046  -1.77754  -0.14
C  0.44884  0.82718  -1.23390  -0.29
C  0.10111  0.15945  0.14057  -0.51
N  0.25102  1.05926  1.26473  0.01
C  0.83965  -1.13814  0.38498  -0.59
S  0.24677  -2.05935  1.81374  0.69
H  -2.03417  0.47511  -1.66456  0.06
H  -2.45329  2.03781  -2.44336  0.09
H  -1.67574  0.86825  -3.30846  0.06
H  0.03363  2.47553  -2.38966  0.13
H  1.56849  1.32869  -1.00132  0.17
H  0.85517  -0.03799  -1.90148  0.12
H  -0.98689  -0.02553  0.05536  0.12
H  0.63489  1.96424  1.08740  0.05
H  -0.66587  1.48039  1.61026  0.11
H  1.92028  -0.92638  0.36296  0.09
H  0.68664  -1.86989  -0.45108  0.07
H  0.80949  -1.17331  2.66648  -0.14

Forces on atoms 1 to 3 (eV/Å):
C -1.4082 1.1957 -0.6236
N -1.2161 2.0829 -1.0861
C 6.4638 -2.0397 1.2291

(7)
This record from OMol25 describes a 2-piece molecular cluster, C4H12N2S overall. The level of theory is ωB97M-V/def2-TZVPD.

Values from the calculation:
* LUMO: -1.17 eV
* HOMO: -8.37 eV

Last column: Löwdin charge in e.
Element x y z (Å)
C  0.62295  1.40316  0.10927  -0.27
N  -0.39220  1.33693  -0.93500  -0.08
C  -0.93601  0.04666  -1.46306  -0.35
N  -1.50602  0.36400  -2.74580  -0.01
C  0.11654  0.92109  1.56242  -0.25
C  0.06039  -0.60677  1.89912  -0.66
S  1.00516  -1.71071  0.83301  0.61
H  1.29854  0.55829  -0.16218  0.00
H  1.07091  2.38324  0.24695  0.10
H  -1.27403  1.80812  -0.80989  0.09
H  -1.67621  -0.36749  -0.78939  0.10
H  -0.12782  -0.69065  -1.56394  0.07
H  -0.86026  0.82774  -3.40935  0.09
H  -2.08454  -0.37158  -3.07960  0.05
H  0.80325  1.39249  2.33206  0.11
H  -0.86105  1.42624  1.62469  0.09
H  0.52009  -0.83208  2.93794  0.07
H  -0.91866  -1.12823  1.91948  0.06
H  2.49066  -0.25869  1.01490  0.17

Forces on atoms 1 to 3 (eV/Å):
C -1.3316 -3.1357 1.0187
N -0.5291 -0.5338 -0.7731
C 2.2365 0.6665 -0.1870

(8)
This record from OMol25 describes a single C4H12N2S molecule. The level of theory is ωB97M-V/def2-TZVPD.

Values from the calculation:
* LUMO: 0.82 eV
* HOMO: -8.36 eV
* SMILES: NCNCCCS

Last column: Löwdin charge in e.
Element x y z (Å)
N  2.45628  -0.34547  -0.91537  -0.01
C  1.35229  0.53434  -1.29915  -0.28
N  0.05651  -0.22545  -1.49594  -0.06
C  -1.23313  0.02072  -0.84208  -0.25
C  -1.11793  0.65559  0.55927  -0.27
C  -1.05975  -0.39018  1.69187  -0.47
S  0.71134  -0.94136  2.09769  0.67
H  2.35377  -1.31054  -1.18661  0.06
H  2.46714  -0.26513  0.08730  -0.01
H  1.56677  0.94308  -2.29585  0.10
H  1.24267  1.26779  -0.50205  0.10
H  0.04428  -0.38614  -2.48942  0.09
H  -1.98701  -0.75631  -0.63828  0.10
H  -1.84701  0.61673  -1.51644  0.10
H  -2.07310  1.22459  0.59642  0.11
H  -0.53745  1.56800  0.66588  0.10
H  -1.54575  -1.31112  1.43896  0.05
H  -1.45419  0.04558  2.61085  0.07
H  0.60428  -0.94472  3.43297  -0.17

Forces on atoms 1 to 3 (eV/Å):
N 0.0122 1.2877 0.4050
C -1.1805 -1.7388 -0.4367
N 0.9034 -0.6117 0.2908

(9)
This record from OMol25 describes a single C4H12N2S molecule. The level of theory is ωB97M-V/def2-TZVPD.

Values from the calculation:
* LUMO: 0.84 eV
* HOMO: -8.80 eV
* SMILES: CN[C@@H](CN)CS

Last column: Löwdin charge in e.
Element x y z (Å)
C  0.76575  2.06363  -0.88947  -0.13
N  1.38838  0.77213  -0.49140  -0.10
C  0.41168  -0.13512  0.19180  -0.43
C  -1.03553  -0.15993  -0.41756  -0.25
N  -2.05224  -0.05675  0.64676  0.00
C  1.14789  -1.44007  0.42326  -0.53
S  0.55904  -2.56590  1.72231  0.69
H  0.15363  2.43530  -0.07519  0.07
H  0.14599  1.94615  -1.78452  0.07
H  1.44489  2.88571  -1.02730  0.07
H  2.10037  1.02524  0.17817  0.09
H  0.22223  0.45740  1.11152  0.13
H  -1.09149  0.54628  -1.24759  0.09
H  -1.12007  -1.13822  -0.93891  0.11
H  -2.97067  0.33053  0.46417  0.06
H  -2.32542  -1.09234  0.64667  0.08
H  2.21271  -1.28612  0.50601  0.07
H  0.78674  -2.08150  -0.50007  0.10
H  -0.74388  -2.50640  1.48132  -0.18

Forces on atoms 1 to 3 (eV/Å):
C -0.3625 -0.7996 0.4388
N -0.5221 0.6200 -1.5661
C 0.0316 2.8561 1.5314

(10)
This record from OMol25 describes a single C4H12N2S molecule. The level of theory is ωB97M-V/def2-TZVPD.

Values from the calculation:
* LUMO: 0.94 eV
* HOMO: -8.47 eV
* SMILES: NCCNCCS

Last column: Löwdin charge in e.
Element x y z (Å)
N  1.18516  -0.08609  2.14445  0.01
C  1.58651  0.66056  0.91299  -0.28
C  0.48339  1.49154  0.22796  -0.23
N  -0.27990  0.71371  -0.74744  -0.16
C  -1.47766  -0.13309  -0.57493  -0.28
C  -1.30279  -1.53326  -1.22269  -0.62
S  0.30868  -2.15279  -1.11965  0.75
H  0.21257  0.26716  2.42563  0.09
H  0.90386  -0.91323  1.74623  -0.01
H  2.33383  1.42850  1.28698  0.12
H  2.00314  0.02929  0.20192  0.06
H  0.94301  2.24784  -0.43595  0.11
H  -0.16471  2.12372  0.97720  0.15
H  0.04537  0.60390  -1.70369  0.11
H  -2.39554  0.47548  -0.90788  0.12
H  -1.73901  -0.35475  0.53500  0.13
H  -1.99667  -2.29610  -0.74978  0.08
H  -1.51732  -1.47977  -2.35800  0.08
H  0.86807  -1.09264  -0.63836  -0.21

Forces on atoms 1 to 3 (eV/Å):
N -1.6357 2.5408 -0.0144
C -0.4428 3.7549 3.0608
C -0.6388 0.4588 -0.5460

(11)
This record from OMol25 describes C4H12N2Si as an isolated structure. The level of theory is ωB97M-V/def2-TZVPD.

Values from the calculation:
* LUMO: 0.79 eV
* HOMO: -8.02 eV

Last column: Löwdin charge in e.
Element x y z (Å)
C  -3.02201  -1.09521  -0.21927  -0.16
C  -2.36187  -0.14362  0.37577  -0.16
C  2.49072  -0.74608  0.05908  -0.17
C  1.09097  -0.86095  0.52161  -0.33
N  0.09935  1.95214  0.93750  -0.10
N  0.22012  0.92065  -1.75408  -0.07
Si  -0.02305  0.52992  -0.04918  0.55
H  -4.05349  -1.33569  0.03478  0.04
H  -2.52489  -1.94206  -0.66368  0.03
H  -2.66778  0.62698  1.01124  -0.03
H  3.04918  -1.56310  0.28667  0.03
H  2.56854  -0.56207  -1.10341  0.11
H  3.00648  -0.01429  0.62981  0.06
H  1.03345  -1.19934  1.49291  0.05
H  0.60307  -1.66215  0.09027  0.04
H  -0.57955  2.78617  0.72110  0.08
H  0.04964  1.93153  1.91462  -0.01
H  0.02452  1.88057  -2.03625  0.03
H  0.99661  0.49662  -2.24947  0.01

Forces on atoms 1 to 3 (eV/Å):
C -0.8073 -1.4892 0.9452
C 4.9011 1.0547 -1.5024
C -0.2450 1.8534 -2.9304

(12)
This record from OMol25 describes an isolated ion of composition C4H12N3 and charge +1. The level of theory is ωB97M-V/def2-TZVPD.

Values from the calculation:
* net charge: +1
* LUMO: -3.30 eV
* HOMO: -13.75 eV
* SMILES: N/C=C(\[NH3+])CCN

Last column: Löwdin charge in e.
Element x y z (Å)
N  2.39005  -0.74940  1.76849  0.00
C  0.98216  -0.33905  1.76879  -0.05
C  0.31390  -0.34355  0.54926  -0.21
N  1.05642  -0.70891  -0.69012  0.24
C  -0.90527  0.47822  0.35103  -0.16
C  -1.82538  0.35063  -0.86916  -0.28
N  -1.47097  1.34174  -1.89433  0.01
H  3.10551  -0.21380  2.28972  0.10
H  2.64022  -1.68989  2.09567  0.10
H  0.48348  -0.19416  2.67754  0.10
H  0.61192  -1.46028  -1.24386  0.18
H  2.05450  -0.93473  -0.41143  0.17
H  1.04108  0.14514  -1.22474  0.15
H  -1.47090  0.36328  1.26107  0.13
H  -0.50818  1.46158  0.08762  0.13
H  -2.87118  0.36036  -0.62405  0.10
H  -1.88724  -0.75375  -1.15459  0.13
H  -2.17169  2.07896  -1.99592  0.09
H  -1.56843  0.80760  -2.74099  0.06

Forces on atoms 1 to 3 (eV/Å):
N 0.4964 -0.4005 -0.0257
C 1.4437 -1.8931 -3.8802
C 1.5402 0.1067 2.6214